No. 1
Below is C5H10N2O in the gas phase at a distorted geometry, with properties calculated with ωB97M-V/def2-TZVPD.

Output
Energy relative to the best compared isomer or geometry (same formula, charge and spin) = 61.5 kcal per mole
LUMO level = -0.117 eV
Electronic energy = -10372.6380 eV
Gap between HOMO and LUMO = 0.332 hartree
SMILES string = C/N=N/C(=O)C(C)C

Geometry as ORCA input:
```
! wB97M-V def2-TZVPD RIJCOSX def2/J DEFGRID3
* xyz 0 1
C -2.7836 -0.0973 0.0476
N -1.6723 0.8108 0.2174
N -0.8710 0.8449 -0.7387
C 0.3938 1.2273 -0.8371
O 0.8764 2.0777 -1.5482
C 1.3422 0.3069 0.0738
C 1.8461 -0.8371 -0.8036
C 0.6887 -0.1716 1.3397
H -2.9671 -0.5824 1.0077
H -2.6178 -0.8585 -0.7210
H -3.6592 0.4960 -0.2146
H 2.1630 0.9947 0.3020
H 2.6050 -1.4066 -0.2659
H 1.0262 -1.5057 -1.0678
H 2.2931 -0.4516 -1.7176
H 1.4251 -0.3335 2.1258
H 0.0899 -1.0712 1.1962
H -0.1781 0.5571 1.6043
*
```

=====

No. 2
Below is C19H21N3O4S in the gas phase at a distorted geometry, with properties calculated with ωB97M-V/def2-TZVPD.

Output
Energy relative to the best compared isomer or geometry (same formula, charge and spin) = 54.8 kcal per mole
LUMO level = 0.470 eV
Electronic energy = -43538.9242 eV
Gap between HOMO and LUMO = 0.338 hartree
SMILES string = COc1ccc(Cc2nc3ccc(S(=O)(=O)N4CCOCC4)cc3[nH]2)cc1

Geometry as ORCA input:
```
! wB97M-V def2-TZVPD RIJCOSX def2/J DEFGRID3
* xyz 0 1
C 4.4668 -3.4437 5.2049
O 3.2239 -3.8289 4.6699
C 2.9740 -3.5827 3.3564
C 3.8512 -2.9563 2.4793
C 3.4828 -2.7592 1.1574
C 2.2524 -3.1813 0.6827
C 1.8347 -2.9476 -0.7464
C 0.6797 -2.0112 -0.8039
N -0.3950 -2.1764 -1.5161
C -1.1882 -1.0890 -1.2641
C -2.4516 -0.7638 -1.7486
C -3.0216 0.4144 -1.3109
C -2.3532 1.2432 -0.4135
S -3.1030 2.8004 0.0543
O -4.5289 2.6764 0.0110
O -2.4733 3.2646 1.2545
N -2.6739 3.8794 -1.1472
C -1.2482 4.1171 -1.2624
C -0.9638 4.8326 -2.5780
O -1.3200 4.0466 -3.6978
C -2.4604 3.2270 -3.4968
C -3.3760 3.7822 -2.4101
C -1.1050 0.9482 0.0948
C -0.5305 -0.2336 -0.3403
N 0.6613 -0.8521 -0.0730
C 1.3764 -3.8049 1.5678
C 1.7282 -4.0039 2.8836
H 5.2962 -3.9490 4.6996
H 4.6115 -2.3599 5.1479
H 4.4443 -3.7477 6.2500
H 4.8215 -2.6182 2.8071
H 4.1792 -2.2722 0.4887
H 2.6683 -2.5288 -1.3170
H 1.5295 -3.8802 -1.2231
H -2.9584 -1.4186 -2.4378
H -4.0071 0.7089 -1.6342
H -0.9365 4.7234 -0.4096
H -0.6882 3.1701 -1.2419
H 0.1052 5.0335 -2.6814
H -1.5052 5.7887 -2.5961
H -2.1368 2.2106 -3.2233
H -2.9818 3.1799 -4.4567
H -3.7281 4.7796 -2.6983
H -4.2463 3.1461 -2.2545
H -0.6442 1.6084 0.8120
H 1.3697 -0.5488 0.5744
H 0.4116 -4.1351 1.2123
H 1.0569 -4.4881 3.5745
*
```

=====

No. 3
Below is a molecular structure, C3H6O3Tb at a distorted geometry, with properties calculated with ωB97M-V/def2-TZVPD.

Output
Energy relative to the best compared isomer or geometry (same formula, charge and spin) = 28.4 kcal per mole
LUMO level (alpha / beta) = -10.461 / -10.720 eV
Electronic energy = -31764.8048 eV
Gap between HOMO and LUMO (alpha / beta) = 0.352 / 0.255 hartree

Geometry as ORCA input:
```
! wB97M-V def2-TZVPD RIJCOSX def2/J DEFGRID3
* xyz 2 8
O -2.6215 -0.4506 2.4327
Tb -0.8519 -1.0795 1.5497
C 2.0888 -0.1827 0.0433
O 0.6537 -0.1726 0.0641
C 0.0471 0.4828 -1.0371
C -1.3507 -0.0775 -1.1364
O -2.4008 0.4274 -1.2383
H 2.4180 -0.9110 0.7903
H 2.4356 -0.4789 -0.9545
H 2.4620 0.8161 0.3023
H 0.5863 0.2683 -1.9742
H -0.0120 1.5704 -0.8691
H -3.4545 -0.2120 2.0273
*
```

=====

No. 4
Below is 2 unconnected molecules or ions with the total composition C6H13P at a distorted geometry, with properties calculated with ωB97M-V/def2-TZVPD.

Output
Energy relative to the best compared isomer or geometry (same formula, charge and spin) = 121.8 kcal per mole
LUMO level (alpha / beta) = -0.257 / 0.404 eV
Electronic energy = -15715.7116 eV
Gap between HOMO and LUMO (alpha / beta) = 0.265 / 0.283 hartree

Geometry as ORCA input:
```
! wB97M-V def2-TZVPD RIJCOSX def2/J DEFGRID3
* xyz 0 1
C 2.5763 -1.4854 0.2292
C -2.5339 -1.1033 -0.2118
C 2.0761 -0.3081 0.2675
C 2.4842 1.0689 0.3330
C -1.5527 0.6479 1.5951
C -0.9769 1.3533 -1.0225
P -1.1212 -0.1618 0.1077
H 2.0137 -2.3555 -0.1002
H 3.7113 -1.6542 0.2353
H -2.3205 -1.8154 -1.0091
H -3.1867 -1.3679 0.7035
H 2.1338 1.5322 -0.5542
H 2.2359 1.5223 1.3086
H 3.6515 1.0375 0.3464
H -1.1282 1.7579 1.6862
H -2.6825 0.8000 1.6287
H -1.1346 0.1085 2.4337
H -0.7432 2.2341 -0.3444
H -0.1831 1.2023 -1.6429
H -1.9957 1.6318 -1.3546
*
```

=====

No. 5
Below is C8H8N2S2 in the gas phase at a distorted geometry, with properties calculated with ωB97M-V/def2-TZVPD.

Output
Energy relative to the best compared isomer or geometry (same formula, charge and spin) = 79.3 kcal per mole
LUMO level = -0.123 eV
Electronic energy = -33073.1914 eV
Gap between HOMO and LUMO = 0.311 hartree
SMILES string = CCC1=CN2C(=S)C[C@@]2(C#N)S1

Geometry as ORCA input:
```
! wB97M-V def2-TZVPD RIJCOSX def2/J DEFGRID3
* xyz 0 1
C -2.5361 0.2304 -1.2815
C -1.6929 1.4544 -0.9674
C -0.3357 1.0143 -0.5071
C -0.1285 0.9400 0.7488
N 1.0440 0.2704 1.1628
C 1.0122 -0.9526 1.8581
S 0.4546 -1.0959 3.3466
C 1.5434 -1.7955 0.7854
C 1.7327 -0.2943 -0.0780
C 3.1729 -0.1430 -0.1335
N 4.3030 -0.2040 -0.3224
S 0.7782 0.2175 -1.5429
H -1.7665 -0.4048 -1.8332
H -3.5209 0.2977 -1.7555
H -2.7651 -0.3870 -0.3443
H -2.2095 2.0387 -0.1424
H -1.6218 2.1915 -1.8449
H -0.7814 1.3577 1.4693
H 2.4480 -2.2949 1.0688
H 0.8692 -2.4405 0.3130
*
```

=====

No. 6
Below is 2 unconnected molecules or ions with the total composition C4H8O2, with properties calculated with ωB97M-V/def2-TZVPD.

Output
Energy relative to the best compared isomer or geometry (same formula, charge and spin) = 51.5 kcal per mole
LUMO level = 0.530 eV
Electronic energy = -8371.0468 eV
Gap between HOMO and LUMO = 0.379 hartree
SMILES string = C=CC=O.CO

Geometry as ORCA input:
```
! wB97M-V def2-TZVPD RIJCOSX def2/J DEFGRID3
* xyz 0 1
C -0.5927 -0.4853 1.6981
C -1.6426 -0.6084 0.8869
C -2.0580 0.5262 0.0371
O -2.9854 0.4876 -0.7414
H -0.0265 0.4416 1.7342
H -0.2331 -1.3014 2.3174
H -2.2161 -1.5276 0.7957
H -1.4439 1.4446 0.1556
C 2.1439 0.3769 -1.2506
O 1.1068 -0.0973 -0.4231
H 1.8150 0.5392 -2.2852
H 3.0180 -0.2888 -1.2516
H 2.4471 1.3392 -0.8330
H 0.6674 -0.8466 -0.8402
*
```